No. 1
Formula: C34H52NO2
Source: the OMol25 dataset
Level of theory: ωB97M-V with the def2-TZVPD basis set

```
89
Properties=species:S:1:pos:R:3:forces:R:3
C 0.1631 -3.0352 1.3101 -0.84 -0.12 -0.59
C -0.6913 -3.9330 0.3247 -0.36 1.50 0.78
C -1.0814 -3.0451 -0.9087 0.92 -0.81 -0.54
C -1.1807 -3.8502 -2.2718 -0.01 1.78 0.13
C -0.6386 -2.8913 -3.3897 -0.65 -0.37 -0.09
C -0.7636 -3.4571 -4.8548 -0.08 0.43 0.43
C 0.5720 -3.3643 -5.6619 -0.05 -0.70 0.69
C 1.3334 -1.9977 -5.5373 -0.37 -0.31 -0.85
C 0.4336 -0.7196 -5.6092 1.05 0.71 0.25
C 1.1717 0.5574 -5.0234 -1.07 -0.41 0.69
C 1.3550 0.4518 -3.4653 0.32 -0.81 -0.82
C -0.0407 0.6059 -2.7154 0.62 -0.84 -0.44
N 0.1108 1.5684 -1.5642 1.23 -0.22 -0.75
O -1.0551 1.7863 -0.8561 -0.19 0.26 0.56
C -1.5141 0.6683 -0.0729 -2.74 -1.95 0.11
C -3.0240 0.3862 -0.5333 1.03 0.60 -0.02
C 1.3088 1.2570 -0.7372 1.36 -1.85 0.40
C 2.6157 1.3005 -1.6488 0.12 1.49 0.77
O 2.3333 1.3966 -3.0366 -0.85 0.13 0.54
H 0.5199 -3.6019 2.1960 -0.13 0.54 -0.59
H 0.9916 -2.5406 0.7535 -0.24 -0.56 0.49
H -0.5221 -2.2086 1.6269 0.60 -0.58 0.10
H -0.1658 -4.8690 0.0548 -0.33 0.60 0.00
H -1.6311 -4.1578 0.8796 0.69 -0.36 -0.43
H -0.2459 -2.3020 -1.0481 -0.52 -0.55 0.12
H -1.9928 -2.4284 -0.7392 0.44 -0.60 0.01
H -2.2541 -4.0327 -2.4922 0.75 -0.45 0.12
H -0.5629 -4.7682 -2.2343 -0.59 0.37 -0.02
H 0.4121 -2.6236 -3.1101 -0.72 -0.13 -0.39
H -1.2813 -1.9723 -3.3503 0.68 -0.53 0.17
H -1.5742 -2.8880 -5.3723 0.62 -0.42 0.26
H -1.1469 -4.5005 -4.7610 0.53 0.60 -0.38
H 1.2512 -4.1423 -5.2283 -0.41 0.53 -0.44
H 0.3866 -3.6867 -6.7093 0.14 0.50 0.55
H 2.0283 -1.9441 -6.4112 -0.34 0.01 0.75
H 1.9810 -2.0468 -4.6349 -0.53 0.26 -0.47
H -0.5324 -0.7963 -5.0676 0.49 -0.28 -0.46
H 0.2352 -0.4787 -6.6797 -0.14 -0.30 0.80
H 0.4614 1.4070 -5.1820 0.92 -0.29 -0.17
H 2.1456 0.7191 -5.5254 -0.55 0.03 0.42
H 1.7671 -0.5611 -3.2205 -0.46 0.63 -0.10
H -0.2876 -0.4181 -2.3551 -0.16 1.01 0.11
H -0.8457 0.9893 -3.3729 0.48 -0.10 0.45
H 0.3260 2.4685 -2.0196 -0.37 -0.04 0.30
H -0.9823 -0.2901 -0.2249 0.28 0.84 -0.16
H -1.5680 0.8582 1.0197 0.66 0.49 -0.74
H -3.6497 1.2323 -0.1841 0.23 -0.53 -0.37
H -3.4217 -0.5548 -0.1062 0.39 0.52 -0.11
H -3.0526 0.3194 -1.6471 -0.08 0.05 0.84
H 1.2510 0.2079 -0.3591 -0.55 0.77 -0.33
H 1.3933 1.8970 0.1610 -0.32 0.03 -0.80
H 3.3200 0.4827 -1.3821 -0.69 0.15 -0.31
H 3.1308 2.2507 -1.3716 -0.18 -0.69 -0.45
C -3.7941 2.5468 2.8278 0.06 0.05 -0.06
C -4.4734 3.0460 3.9319 -0.04 -0.04 0.02
C -4.5035 4.4138 4.1689 0.04 0.00 -0.07
C -3.8617 5.2837 3.2956 0.01 -0.07 -0.01
C -3.1852 4.7846 2.1894 0.06 -0.02 -0.06
C -3.1461 3.4146 1.9554 -0.12 -0.03 0.19
H -3.7696 1.4772 2.6465 -0.03 0.01 0.03
H -4.9788 2.3677 4.6085 0.04 0.02 -0.01
H -5.0274 4.8024 5.0332 0.00 -0.02 -0.03
H -3.8890 6.3509 3.4775 0.01 -0.03 -0.01
H -2.6867 5.4645 1.5087 -0.02 -0.01 0.03
H -2.6181 3.0152 1.0969 0.01 0.13 -0.02
C -2.7929 0.6672 6.0764 0.00 -0.05 0.04
C -3.8122 -0.2671 5.9355 0.04 0.02 0.04
C -4.3715 -0.8615 7.0602 0.01 0.04 0.01
C -3.9174 -0.5144 8.3270 0.02 0.02 -0.06
C -2.9006 0.4225 8.4680 -0.01 -0.02 -0.04
C -2.3352 1.0105 7.3429 -0.04 -0.03 -0.02
H -2.3551 1.1285 5.1989 -0.02 0.02 0.03
H -4.1713 -0.5330 4.9475 0.00 -0.01 0.03
H -5.1616 -1.5943 6.9500 0.01 0.03 0.01
H -4.3562 -0.9739 9.2040 0.02 0.01 -0.03
H -2.5481 0.6940 9.4556 -0.01 -0.01 -0.03
H -1.5392 1.7369 7.4531 -0.03 -0.01 0.00
C 6.0246 1.1955 0.1828 0.13 -0.02 -0.03
C 6.6566 1.3565 -1.0445 -0.05 -0.01 0.04
C 8.0414 1.2831 -1.1276 0.00 -0.02 0.04
C 8.7931 1.0394 0.0156 -0.08 0.01 -0.01
C 8.1603 0.8749 1.2421 -0.02 0.01 -0.04
C 6.7762 0.9569 1.3271 -0.03 -0.01 -0.02
H 4.9440 1.2562 0.2485 0.02 0.01 0.05
H 6.0697 1.5404 -1.9377 0.04 0.01 0.01
H 8.5348 1.4150 -2.0825 -0.02 -0.01 0.03
H 9.8722 0.9776 -0.0497 -0.03 0.01 0.00
H 8.7467 0.6835 2.1322 -0.02 0.01 -0.03
H 6.2837 0.8340 2.2840 0.03 0.00 -0.02
```
Positions in Å, forces in eV/Å.

Results
- Gap between HOMO and LUMO: 8.42 eV
- Net charge: +1
- Total energy: -41676.981 eV
- Strongest force on any atom: 0.0655 hartree/bohr
- LUMO: -2.49 eV
- HOMO energy: -10.9 eV

---

No. 2
Formula: C34H53BHgN7O5S
Source: the OMol25 dataset
Level of theory: ωB97M-V with the def2-TZVPD basis set

```
102
Properties=species:S:1:pos:R:3:forces:R:3
Hg 0.4963 -1.1706 1.3552 -0.61 -0.43 0.22
C 4.1101 3.0380 0.8417 -0.14 0.06 0.12
C 2.8985 2.1788 1.2098 0.11 -0.18 0.00
C 3.3810 0.7716 1.5603 -0.07 0.16 0.00
C 1.9103 2.1497 0.0728 -0.03 0.27 -0.21
C 1.7935 3.0796 -0.9712 -0.05 -0.14 0.01
C 0.8145 2.5809 -1.8160 0.29 0.24 0.30
C 0.4114 3.3696 -3.0493 -0.04 -0.15 -0.33
C 1.6406 3.5713 -3.9504 -0.08 0.06 0.10
C -0.7349 2.8758 -3.9269 0.03 0.04 0.17
N 0.3732 1.4194 -1.2618 -0.03 0.27 -0.25
N 1.0377 1.1733 -0.1142 0.01 -0.21 0.34
B -0.4864 0.2589 -1.8471 0.18 -0.12 0.16
N -1.5396 -0.2916 -0.8461 -0.19 0.12 0.03
N -1.4176 -1.6043 -0.5259 0.07 -0.56 0.36
C -2.5265 -1.9864 0.0914 -0.12 0.20 -0.11
C -3.4140 -0.9013 0.1625 0.17 0.08 0.04
C -2.7579 0.1554 -0.4409 -0.30 -0.08 0.30
C -3.3890 1.5060 -0.6465 0.14 0.09 -0.36
C -4.0527 1.5546 -2.0313 0.00 -0.03 0.14
C -2.4517 2.6943 -0.4470 -0.13 -0.13 0.09
C -2.7624 -3.3996 0.5352 0.09 -0.17 -0.08
C -1.5417 -4.2762 0.2757 -0.02 0.13 0.04
C -3.9945 -3.9601 -0.1872 0.10 0.10 0.05
N 0.4901 -0.8879 -2.2337 -0.20 0.10 -0.41
N 1.2817 -1.4961 -1.3280 0.32 -0.09 0.34
C 1.9565 -2.4400 -1.9607 0.01 0.12 -0.45
C 1.6088 -2.4435 -3.3234 -0.03 0.00 0.03
C 0.6637 -1.4450 -3.4561 0.03 -0.15 0.03
C -0.0472 -1.0564 -4.7214 -0.02 0.01 -0.08
C 0.9495 -0.4730 -5.7274 -0.07 0.03 0.05
C -0.8022 -2.2595 -5.2942 -0.02 0.13 0.07
C 2.8992 -3.4075 -1.3029 -0.17 -0.04 0.25
C 2.1600 -4.7266 -1.0433 0.14 0.04 -0.02
C 3.4861 -2.8574 -0.0083 0.00 0.02 -0.18
H 4.8278 3.0526 1.6633 -0.01 0.00 0.02
H 3.8254 4.0673 0.6238 0.03 0.04 -0.01
H 4.6046 2.6211 -0.0378 0.00 0.02 -0.03
H 2.4195 2.6170 2.0941 0.04 0.03 0.00
H 3.8911 0.3365 0.6995 0.00 -0.06 -0.01
H 2.5435 0.1196 1.8095 0.12 -0.03 0.09
H 4.0704 0.8017 2.4058 -0.01 -0.03 0.02
H 2.3402 3.9985 -1.0983 0.01 0.01 -0.03
H 0.1178 4.3583 -2.6763 0.01 -0.05 0.04
H 1.9980 2.6071 -4.3153 0.03 -0.02 0.00
H 2.4535 4.0583 -3.4145 0.05 -0.03 -0.03
H 1.3726 4.1879 -4.8121 0.03 0.01 -0.01
H -0.4668 1.9464 -4.4266 -0.07 -0.04 -0.03
H -0.9415 3.6270 -4.6931 0.03 0.02 0.00
H -1.6429 2.7222 -3.3514 -0.07 -0.08 -0.05
H -1.0579 0.6270 -2.8211 0.02 0.17 -0.08
H -4.3907 -0.8816 0.6185 -0.01 0.06 0.02
H -4.1882 1.5748 0.0975 0.05 -0.04 0.02
H -3.3024 1.4240 -2.8110 -0.01 0.01 -0.08
H -4.5686 2.5060 -2.1849 0.03 0.02 -0.04
H -4.7774 0.7452 -2.1246 -0.01 0.00 -0.04
H -1.6136 2.6452 -1.1343 -0.03 0.10 0.00
H -2.0453 2.7014 0.5652 0.05 0.04 0.01
H -2.9923 3.6287 -0.6145 0.01 0.03 0.03
H -2.9607 -3.3929 1.6122 0.05 0.06 -0.01
H -1.2201 -4.1958 -0.7649 0.01 -0.03 -0.04
H -1.7730 -5.3198 0.4990 0.01 -0.02 0.04
H -0.7244 -3.9561 0.9226 0.01 -0.06 0.01
H -3.8317 -3.9709 -1.2689 -0.01 -0.02 -0.02
H -4.8752 -3.3492 0.0159 -0.06 -0.04 -0.01
H -4.1913 -4.9814 0.1450 -0.05 0.00 0.01
H 1.9938 -3.0949 -4.0925 -0.02 0.00 -0.03
H -0.7873 -0.2892 -4.4973 0.04 -0.01 0.07
H 1.7166 -1.2056 -5.9836 0.01 -0.03 0.00
H 1.4476 0.3938 -5.2907 0.06 0.02 -0.05
H 0.4514 -0.1567 -6.6477 -0.03 -0.02 0.00
H -0.1175 -3.0738 -5.5358 0.01 -0.02 -0.01
H -1.3495 -1.9822 -6.1988 0.02 0.00 -0.02
H -1.5174 -2.6214 -4.5550 -0.01 -0.09 -0.03
H 3.7134 -3.6089 -2.0091 -0.02 0.06 0.00
H 1.3264 -4.5529 -0.3621 -0.03 -0.04 0.02
H 2.8322 -5.4649 -0.5988 -0.02 -0.02 0.03
H 1.7633 -5.1350 -1.9737 -0.05 -0.02 0.01
H 2.6806 -2.6373 0.6940 0.08 0.00 0.09
H 4.0308 -1.9330 -0.1985 0.01 0.05 0.07
H 4.1634 -3.5779 0.4537 -0.01 -0.03 0.01
N -0.1880 1.2523 3.2359 -0.03 -0.28 -0.09
C -0.1330 1.4501 4.6281 0.08 0.06 0.11
C 0.9940 1.0504 5.3447 -0.07 0.03 -0.17
C 1.0673 1.2623 6.7136 0.00 0.06 -0.02
C 0.0177 1.8694 7.3811 0.09 0.09 0.43
C -1.1223 2.2324 6.6846 -0.05 -0.11 -0.14
C -1.2013 2.0234 5.3162 -0.03 -0.01 0.04
S 0.1142 2.2345 9.1454 0.03 0.05 -0.03
O -0.2534 3.6473 9.2287 0.01 -0.13 0.00
O -0.8547 1.3403 9.7684 0.03 0.05 -0.03
O 1.5007 1.9616 9.5137 -0.08 -0.02 -0.08
H 0.6392 1.5240 2.7280 -0.07 0.07 -0.03
H -1.0326 1.5831 2.7973 0.05 0.09 -0.06
H 1.8026 0.5656 4.8079 0.03 -0.03 0.04
H 1.9355 0.9682 7.2882 0.04 0.01 -0.04
H -1.9424 2.6801 7.2305 -0.01 0.06 -0.05
H -2.0932 2.3152 4.7706 0.01 0.00 -0.01
O -2.8950 -2.7612 3.8628 0.07 0.05 0.05
C -1.7464 -2.3026 3.8404 -0.24 0.12 0.13
O -0.8196 -2.6519 3.0440 0.48 0.18 -0.55
H -1.4824 -1.5247 4.6004 -0.01 -0.08 -0.19
```
Positions in Å, forces in eV/Å.

Results
- Gap between HOMO and LUMO (alpha / beta): 6.33 / 6.32 eV
- Net charge: -2
- Spin multiplicity: 2
- Total energy: -72477.746 eV
- Strongest force on any atom: 0.0151 hartree/bohr
- LUMO (alpha / beta): 3.62 / 3.18 eV
- HOMO energy (alpha / beta): -2.7 / -3.1 eV

---

> Which formula does entry 2 have?

C34H53BHgN7O5S

---

> The highest net charge belongs to which entry?

C34H52NO2